C52H145N13O14 | wB97M-V/def2-TZVPD

## Properties
Relative energy (zero: lowest compared OMol25 entry of this formula, charge and spin): 289.8 kJ/mol
Highest occupied orbital energy: -8.294 eV
Multiplicity: 1
Net charge: 0
Maximum force: 3.96 eV Å⁻¹
Calculated total energy: -104301.9695 eV
E_LUMO: 0.46 eV

Last columns: bonded neighbours and bond lengths (Å).
Atoms and positions in Å:
1 O 0.0656 2.2372 -1.2470  H2 0.990, H3 0.947
2 H -0.4877 1.6788 -0.6450  O1 0.990
3 H 0.0029 3.1703 -1.0966  O1 0.947
4 C 4.2393 2.9313 3.9534  C5 1.539, H10 1.090, H11 1.090, H12 1.134
5 C 4.7364 1.4942 4.1929  C4 1.539, C6 1.521, N9 1.476, H13 1.127
6 C 4.1428 0.8633 5.4432  C5 1.521, O7 1.464, H14 1.093, H15 1.115
7 O 4.8416 1.4544 6.5858  C6 1.464, C8 1.441
8 C 4.6810 0.6617 7.7785  O7 1.441, H16 1.144, H17 1.094, H18 1.069
9 N 4.5447 0.5332 3.0890  C5 1.476, H19 0.984, H20 1.022
10 H 3.1531 2.9836 4.0261  C4 1.090
11 H 4.5910 3.1717 2.9504  C4 1.090
12 H 4.7082 3.6832 4.6605  C4 1.134
13 H 5.8531 1.5309 4.3421  C5 1.127
14 H 4.4087 -0.1939 5.3646  C6 1.093
15 H 3.0392 0.9780 5.5543  C6 1.115
16 H 5.2986 -0.2964 7.6866  C8 1.144
17 H 3.6520 0.3572 7.9902  C8 1.094
18 H 5.0148 1.1821 8.6507  C8 1.069
19 H 3.8079 -0.1023 3.2383  N9 0.984
20 H 4.4855 1.0008 2.1817  N9 1.022
21 C -1.3063 3.7345 5.3410  C22 1.544, H27 1.092, H28 1.100, H29 1.098
22 C 0.0992 4.2773 5.6769  C21 1.544, C23 1.537, N26 1.462, H30 1.085
23 C 0.0621 5.4846 6.6272  C22 1.537, O24 1.401, H31 1.053, H32 1.111
24 O 1.3743 5.9651 6.7294  C23 1.401, C25 1.410
25 C 1.5427 6.8462 7.8174  O24 1.410, H33 1.078, H34 1.064, H35 1.040
26 N 0.8972 3.1515 6.1589  C22 1.462, H36 1.070, H37 1.037
27 H -1.8071 3.7454 6.3112  C21 1.092
28 H -1.2390 2.6689 5.0778  C21 1.100
29 H -1.7532 4.3185 4.5261  C21 1.098
30 H 0.5765 4.6654 4.7835  C22 1.085
31 H -0.2700 5.1838 7.5797  C23 1.053
32 H -0.6691 6.2356 6.2597  C23 1.111
33 H 0.9732 7.7271 7.5684  C25 1.078
34 H 2.5855 7.0380 7.9015  C25 1.064
35 H 1.2240 6.4282 8.7143  C25 1.040
36 H 1.9109 3.4600 6.3073  N26 1.070
37 H 0.5202 2.6812 7.0030  N26 1.037
38 C -4.8597 -5.7291 -6.1017  C39 1.613, H44 1.079, H45 1.076, H46 1.099
39 C -5.7404 -4.4210 -5.7630  C38 1.613, C40 1.506, N43 1.484, H47 1.094
40 C -5.0159 -3.2434 -5.1652  C39 1.506, O41 1.375, H48 1.133, H49 1.089
41 O -4.5180 -3.5619 -3.9236  C40 1.375, C42 1.428
42 C -4.0240 -2.4077 -3.2434  O41 1.428, H50 1.164, H51 1.108, H52 1.111
43 N -6.4209 -3.9760 -7.0048  C39 1.484, H53 0.985, H54 0.976
44 H -4.1395 -5.5176 -6.8767  C38 1.079
45 H -5.5034 -6.3920 -6.6529  C38 1.076
46 H -4.3399 -6.3111 -5.3280  C38 1.099
47 H -6.4477 -4.7205 -4.9843  C39 1.094
48 H -5.7661 -2.3974 -5.0946  C40 1.133
49 H -4.2142 -2.9596 -5.8449  C40 1.089
50 H -4.8939 -1.6427 -3.1285  C42 1.164
51 H -3.1392 -1.9862 -3.7600  C42 1.108
52 H -3.8032 -2.7501 -2.2101  C42 1.111
53 H -7.2705 -3.4858 -6.9178  N43 0.985
54 H -6.6284 -4.7086 -7.6151  N43 0.976
55 C -1.3963 -6.2428 -0.9453  C56 1.575, H61 1.077, H62 1.148, H63 1.101
56 C -1.8434 -5.6189 0.4297  C55 1.575, C57 1.514, N60 1.433, H64 1.147
57 C -2.4771 -4.2792 0.1220  C56 1.514, O58 1.447, H65 1.136, H66 1.088
58 O -2.8465 -3.5944 1.3421  C57 1.447, C59 1.419
59 C -3.6864 -2.5077 0.9860  O58 1.419, H67 1.080, H68 1.080, H69 1.081
60 N -2.6686 -6.5678 1.1169  C56 1.433, H70 1.010, H71 0.997
61 H -0.8043 -7.1430 -0.9397  C55 1.077
62 H -0.7884 -5.4348 -1.4892  C55 1.148
63 H -2.2123 -6.4341 -1.6593  C55 1.101
64 H -0.8545 -5.4371 0.9818  C56 1.147
65 H -3.3776 -4.3788 -0.5636  C57 1.136
66 H -1.7797 -3.6939 -0.4745  C57 1.088
67 H -4.0491 -2.1113 1.9227  C59 1.080
68 H -4.5260 -2.8194 0.3824  C59 1.080
69 H -3.1661 -1.7433 0.4268  C59 1.081
70 H -3.0326 -6.1115 1.9409  N60 1.010
71 H -2.1354 -7.3733 1.3636  N60 0.997
72 C -2.8033 2.6740 -3.5688  C73 1.538, H78 1.106, H79 1.074, H80 1.092
73 C -2.2199 1.3284 -4.0318  C72 1.538, C74 1.533, N77 1.431, H81 1.150
74 C -2.7895 0.8584 -5.3757  C73 1.533, O75 1.465, H82 1.114, H83 1.113
75 O -4.1463 0.3302 -5.2123  C74 1.465, C76 1.363
76 C -4.9547 0.2872 -6.3085  O75 1.363, H84 1.112, H85 1.140, H86 1.149
77 N -0.7981 1.4915 -4.0629  C73 1.431, H87 0.978, H88 0.996
78 H -2.5612 2.8103 -2.4978  C72 1.106
79 H -3.8657 2.5929 -3.4384  C72 1.074
80 H -2.4862 3.5021 -4.2068  C72 1.092
81 H -2.5141 0.4335 -3.3721  C73 1.150
82 H -2.1325 0.0599 -5.7908  C74 1.114
83 H -2.8832 1.7656 -6.0140  C74 1.113
84 H -6.0239 0.1050 -6.0643  C76 1.112
85 H -4.6579 -0.5030 -7.0741  C76 1.140
86 H -4.8789 1.3098 -6.8260  C76 1.149
87 H -0.2511 0.8890 -4.6063  N77 0.978
88 H -0.3970 1.7319 -3.1831  N77 0.996
89 C 0.0963 6.3819 0.2501  C90 1.532, H95 1.077, H96 1.098, H97 1.089
90 C -0.3159 6.3599 -1.2253  C89 1.532, C91 1.515, N94 1.460, H98 1.077
91 C 0.7709 6.6845 -2.2293  C90 1.515, O92 1.452, H99 1.156, H100 1.056
92 O 1.2871 8.0299 -2.0550  C91 1.452, C93 1.400
93 C 2.2495 8.2620 -3.0452  O92 1.400, H101 1.083, H102 1.108, H103 1.076
94 N -0.8175 5.0395 -1.5959  C90 1.460, H104 1.004, H105 1.054
95 H -0.7737 6.1036 0.8199  C89 1.077
96 H 0.3158 7.4197 0.5337  C89 1.098
97 H 0.9618 5.7588 0.4713  C89 1.089
98 H -1.0924 7.1017 -1.3111  C90 1.077
99 H 0.3387 6.6718 -3.3015  C91 1.156
100 H 1.4361 5.8653 -2.2793  C91 1.056
101 H 3.1379 7.6554 -2.9240  C93 1.083
102 H 2.4283 9.3490 -3.1675  C93 1.108
103 H 1.7950 7.9239 -3.9596  C93 1.076
104 H -1.5426 4.7419 -0.9687  N94 1.004
105 H -1.2405 5.0734 -2.5607  N94 1.054
106 C 3.1405 -5.3463 3.0107  C107 1.583, H112 1.049, H113 1.095, H114 1.100
107 C 2.1319 -4.1721 3.3406  C106 1.583, C108 1.495, N111 1.479, H115 1.062
108 C 2.9448 -3.0242 3.8460  C107 1.495, O109 1.412, H116 1.130, H117 1.073
109 O 2.2577 -1.7979 3.9748  C108 1.412, C110 1.409
110 C 1.7425 -1.5814 5.2681  O109 1.409, H118 1.091, H119 1.064, H120 1.138
111 N 1.4752 -3.8637 2.0513  C107 1.479, H121 1.010, H122 1.017
112 H 3.9354 -4.9808 2.4311  C106 1.049
113 H 2.6120 -6.1012 2.4194  C106 1.095
114 H 3.4760 -5.7555 3.9751  C106 1.100
115 H 1.4298 -4.4809 4.0747  C107 1.062
116 H 3.7557 -2.8252 3.0851  C108 1.130
117 H 3.5161 -3.2515 4.7257  C108 1.073
118 H 1.1238 -2.4329 5.5563  C110 1.091
119 H 1.1221 -0.7164 5.2680  C110 1.064
120 H 2.6325 -1.4413 5.9628  C110 1.138
121 H 0.7868 -3.1249 2.0639  N111 1.010
122 H 2.2187 -3.5917 1.4129  N111 1.017
123 C -2.1210 -5.0084 6.6327  C124 1.587, H129 1.102, H130 1.136, H131 1.093
124 C -2.6866 -4.2633 5.3512  C123 1.587, C125 1.512, N128 1.501, H132 1.031
125 C -2.0769 -2.8834 5.2428  C124 1.512, O126 1.413, H133 1.091, H134 1.070
126 O -2.7683 -2.1244 4.2719  C125 1.413, C127 1.453
127 C -1.9732 -1.0054 3.7961  O126 1.453, H135 1.028, H136 1.137, H137 1.080
128 N -2.5440 -5.1522 4.1499  C124 1.501, H138 1.023, H139 1.067
129 H -1.0199 -5.0211 6.6021  C123 1.102
130 H -2.5517 -6.0574 6.5616  C123 1.136
131 H -2.6074 -4.6827 7.5551  C123 1.093
132 H -3.7142 -4.2276 5.4224  C124 1.031
133 H -1.0258 -3.0087 4.9789  C125 1.091
134 H -2.0505 -2.3383 6.1636  C125 1.070
135 H -1.0334 -1.3189 3.5218  C127 1.028
136 H -1.8633 -0.2027 4.5938  C127 1.137
137 H -2.5564 -0.4752 3.0584  C127 1.080
138 H -2.8522 -4.6048 3.3422  N128 1.023
139 H -1.4837 -5.2014 4.0371  N128 1.067
140 C -6.4546 1.6249 -0.9952  C141 1.512, H146 1.071, H147 1.096, H148 1.088
141 C -4.9758 1.4863 -0.7119  C140 1.512, C142 1.571, N145 1.503, H149 1.119
142 C -4.8722 1.2889 0.8429  C141 1.571, O143 1.444, H150 1.094, H151 1.107
143 O -5.6055 2.3318 1.5212  C142 1.444, C144 1.412
144 C -5.1014 2.6315 2.8057  O143 1.412, H152 1.058, H153 1.107, H154 1.091
145 N -4.3561 0.3118 -1.4167  C141 1.503, H155 0.986, H156 0.986
146 H -6.7396 1.6901 -2.0259  C140 1.071
147 H -6.7679 2.5323 -0.4660  C140 1.096
148 H -7.0012 0.8409 -0.4755  C140 1.088
149 H -4.3587 2.3693 -1.0164  C141 1.119
150 H -3.8104 1.2601 1.1029  C142 1.094
151 H -5.2905 0.3209 1.1808  C142 1.107
152 H -5.7983 3.2269 3.3342  C144 1.058
153 H -4.2346 3.3029 2.6528  C144 1.107
154 H -4.7415 1.8777 3.5076  C144 1.091
155 H -4.3893 0.3719 -2.3998  N145 0.986
156 H -4.8690 -0.5085 -1.2259  N145 0.986
157 C 0.1679 -1.3267 -0.9825  C158 1.516, H163 1.072, H164 1.129, H165 1.122
158 C -0.2594 -0.6912 0.3260  C157 1.516, C159 1.491, N162 1.484, H166 1.085
159 C 0.8315 -0.0917 1.1461  C158 1.491, O160 1.483, H167 1.107, H168 1.130
160 O 0.1020 0.5534 2.2649  C159 1.483, C161 1.422
161 C 0.9377 1.4200 3.0211  O160 1.422, H169 1.088, H170 1.068, H171 1.091
162 N -1.3226 0.3034 0.0386  C158 1.484, H172 1.004, H173 1.057
163 H -0.5940 -1.8578 -1.5173  C157 1.072
164 H 0.9261 -2.1402 -0.7890  C157 1.129
165 H 0.4721 -0.5558 -1.7384  C157 1.122
166 H -0.7389 -1.5032 0.8630  C158 1.085
167 H 1.4989 0.6635 0.6887  C159 1.107
168 H 1.4413 -0.9035 1.6432  C159 1.130
169 H 1.5896 0.8870 3.7098  C161 1.088
170 H 0.3399 2.0600 3.6322  C161 1.068
171 H 1.5022 2.1194 2.4021  C161 1.091
172 H -1.9136 0.3437 0.8493  N162 1.004
173 H -1.9665 -0.0644 -0.7144  N162 1.057
174 C 4.5624 2.3520 -3.9601  C175 1.503, H180 1.075, H181 1.137, H182 1.137
175 C 3.5946 2.0318 -2.8561  C174 1.503, C176 1.562, N179 1.393, H183 1.110
176 C 3.4135 3.3136 -1.9813  C175 1.562, O177 1.454, H184 1.117, H185 1.147
177 O 4.7425 3.7042 -1.5391  C176 1.454, C178 1.403
178 C 4.8802 4.9223 -0.8561  O177 1.403, H186 1.096, H187 1.130, H188 1.132
179 N 2.3497 1.8292 -3.4478  C175 1.393, H189 1.017, H190 0.971
180 H 4.4021 1.5562 -4.6648  C174 1.075
181 H 5.6204 2.4566 -3.5559  C174 1.137
182 H 4.3128 3.3381 -4.4677  C174 1.137
183 H 3.9382 1.1456 -2.2827  C175 1.110
184 H 2.7393 3.1840 -1.1007  C176 1.117
185 H 2.9144 4.1346 -2.6084  C176 1.147
186 H 4.3676 5.1001 0.0959  C178 1.096
187 H 4.4562 5.7645 -1.4790  C178 1.130
188 H 5.9917 4.9724 -0.6464  C178 1.132
189 H 1.9372 2.6480 -3.8872  N179 1.017
190 H 1.7149 1.4794 -2.8021  N179 0.971
191 C 4.2472 -1.2056 -0.5710  C192 1.576, H197 1.072, H198 1.055, H199 1.106
192 C 3.7954 -2.0005 -1.8544  C191 1.576, C193 1.497, N196 1.511, H200 1.063
193 C 4.9576 -2.4510 -2.6840  C192 1.497, O194 1.378, H201 1.147, H202 1.101
194 O 5.7092 -1.3468 -3.0245  C193 1.378, C195 1.417
195 C 6.6691 -1.5089 -4.0549  O194 1.417, H203 1.134, H204 1.096, H205 1.029
196 N 2.9161 -3.1668 -1.4666  C192 1.511, H206 0.998, H207 1.032
197 H 4.7914 -0.3569 -0.9367  C191 1.072
198 H 4.8917 -1.7119 0.0940  C191 1.055
199 H 3.2929 -0.9605 -0.0681  C191 1.106
200 H 3.2638 -1.3587 -2.5138  C192 1.063
201 H 4.6691 -2.8770 -3.7097  C193 1.147
202 H 5.5296 -3.2793 -2.2378  C193 1.101
203 H 6.1235 -1.7599 -5.0172  C195 1.134
204 H 7.3525 -2.3134 -3.7611  C195 1.096
205 H 7.2090 -0.6330 -4.0793  C195 1.029
206 H 3.4918 -3.9790 -1.3908  N196 0.998
207 H 2.2137 -3.4013 -2.1850  N196 1.032
208 C 3.3311 -1.6491 -5.8108  C209 1.497, H214 1.035, H215 1.122, H216 1.079
209 C 1.8870 -1.2994 -5.6283  C208 1.497, C210 1.509, N213 1.490, H217 1.083
210 C 1.2915 -1.7090 -4.3037  C209 1.509, O211 1.420, H218 1.066, H219 1.040
211 O 1.1974 -3.1136 -4.1186  C210 1.420, C212 1.430
212 C -0.1071 -3.6422 -4.3704  O211 1.430, H220 1.109, H221 1.041, H222 1.074
213 N 1.4993 0.1145 -5.8959  C209 1.490, H223 1.057, H224 1.002
214 H 3.5096 -2.6536 -5.9819  C208 1.035
215 H 3.9254 -1.3131 -4.9208  C208 1.122
216 H 3.6506 -1.1760 -6.7263  C208 1.079
217 H 1.3517 -1.8368 -6.4014  C209 1.083
218 H 0.3113 -1.3029 -4.4018  C210 1.066
219 H 1.8672 -1.3458 -3.5172  C210 1.040
220 H -0.8564 -3.1233 -3.7393  C212 1.109
221 H -0.1447 -4.6574 -4.1440  C212 1.041
222 H -0.3251 -3.4324 -5.4007  C212 1.074
223 H 1.7595 0.3369 -6.8954  N213 1.057
224 H 1.9669 0.7514 -5.2794  N213 1.002